ORCA calculation (ωB97M-V/def2-TZVPD) on a 7-piece molecular cluster, C7H21N7O14 overall.

Properties
molecular weight	427.28	g/mol
E_tot	-1715.2837	Eh
HOMO-LUMO gap	10.6858	eV
spin multiplicity	1

The geometry in XYZ format:
```
49
Properties=species:S:1:pos:R:3:forces:R:3
C -5.2358 1.6787 -1.5217 -0.72 -0.24 -0.14
N -3.8660 1.4671 -2.0475 -0.62 0.28 0.22
O -2.9592 1.8289 -1.3407 0.64 0.19 0.54
O -3.7503 0.9961 -3.1430 0.08 -0.42 -0.87
H -5.2196 1.4684 -0.4602 0.04 0.23 0.06
H -5.9356 1.0258 -2.0355 0.27 -0.20 -0.04
H -5.5473 2.6957 -1.7471 0.33 0.14 0.20
C 0.6233 2.9248 4.5984 -0.70 0.51 0.60
N 0.4107 2.1926 3.3335 0.72 -0.47 0.03
O -0.1648 2.7539 2.4350 -0.48 0.52 -0.25
O 0.8714 1.0751 3.2468 0.03 -0.39 0.13
H 1.2791 2.3950 5.2769 0.32 -0.10 -0.40
H -0.3435 3.0107 5.0976 -0.08 -0.03 -0.24
H 0.9415 3.9286 4.3376 0.24 -0.07 0.02
C -0.3395 0.1980 -0.2647 -0.02 0.18 0.54
N 0.4200 -1.0423 -0.4915 0.42 -0.87 -0.84
O 1.5778 -0.9811 -0.8903 -0.05 0.45 0.23
O -0.1577 -2.0967 -0.3331 -0.10 0.28 0.23
H -1.3006 0.0758 -0.7503 -0.05 0.05 0.12
H 0.2082 1.0597 -0.6250 0.13 -0.14 -0.16
H -0.4429 0.2623 0.8182 -0.25 0.10 -0.08
C 0.6950 -1.8563 -3.9246 0.61 0.04 0.76
N 0.3165 -3.1454 -4.5304 -0.51 -0.74 0.05
O 1.0430 -3.6559 -5.3542 0.28 0.40 -0.27
O -0.6664 -3.6908 -4.0651 -0.06 0.25 -0.09
H -0.1447 -1.4909 -3.3480 -0.10 0.05 -0.15
H 1.1073 -1.1284 -4.6135 -0.20 -0.25 -0.39
H 1.4906 -2.1532 -3.2378 -0.05 0.24 0.09
C 4.4357 -2.6870 -0.6507 -0.11 -1.33 -0.82
N 5.2370 -2.7893 0.5881 -0.06 0.77 -0.05
O 5.2465 -1.8069 1.3015 0.09 0.07 0.13
O 5.7920 -3.8333 0.8283 0.10 -0.34 -0.03
H 3.5150 -3.2308 -0.4396 -0.24 0.52 0.10
H 4.9038 -3.2942 -1.4266 0.33 0.14 0.18
H 4.3024 -1.6761 -1.0035 -0.14 0.19 0.47
C -5.2941 -0.9944 1.7195 0.34 -0.21 -0.74
N -4.0399 -0.9607 0.8815 -0.57 1.08 0.37
O -3.0230 -0.5819 1.4047 0.44 -0.23 0.31
O -4.1891 -1.1474 -0.3047 0.00 -0.39 -0.37
H -5.8673 -0.1501 1.3471 -0.14 -0.01 0.10
H -5.0512 -0.8750 2.7657 0.10 -0.19 0.03
H -5.7843 -1.9203 1.4371 -0.17 0.00 0.33
C 3.5303 1.9767 0.4351 -0.17 0.38 0.40
N 3.6270 2.7591 1.7279 -0.99 -1.34 -0.55
O 3.2885 3.9144 1.7511 0.12 0.67 -0.01
O 3.9527 2.0857 2.6781 0.39 0.33 0.51
H 4.5300 2.0459 0.0174 -0.10 -0.32 -0.26
H 2.7586 2.3857 -0.2101 0.24 0.44 0.05
H 3.2186 0.9836 0.7325 0.44 -0.22 -0.06
```
Forces are in eV/Å.

These are the natural (NBO) partial charges, in e, on atoms 1 to 6:
1 C -0.484
2 N 0.546
3 O -0.393
4 O -0.358
5 H 0.220
6 H 0.235

---

ORCA calculation (ωB97M-V/def2-TZVPD) on C7H22AgF2N2O10S2 as an isolated structure.

Properties
molecular weight	504.25	g/mol
E_tot	-2284.7167	Eh
HOMO-LUMO gap (spin up / spin down)	9.1645 / 8.4025	eV
spin multiplicity	2

The geometry in XYZ format:
```
46
Properties=species:S:1:pos:R:3:forces:R:3
N 3.0330 -1.0807 1.3832 0.06 -0.24 -0.76
H 2.9154 -2.0797 1.4744 0.69 -0.35 0.27
H 2.5790 -0.5909 2.1408 -0.37 0.96 1.59
H 2.5199 -0.8404 0.5471 -0.76 0.13 -0.80
H 3.9291 -0.6940 1.1235 0.79 -0.51 0.65
Ag -0.0160 0.1833 0.3843 -0.20 -0.02 0.37
N 1.9829 -0.3825 -0.9805 1.13 5.36 -0.02
S 1.9666 -1.1017 -2.3156 -1.58 -8.19 -6.16
O 3.2381 -1.6459 -2.7810 -1.42 1.78 0.75
O 0.9418 -0.7689 -3.2971 1.83 1.00 1.22
F 1.2860 -2.4061 -1.7484 -0.26 -0.90 1.02
S 2.5822 1.0819 -1.7935 2.04 5.75 1.98
O 1.5731 1.8808 -2.4436 0.45 -1.63 0.80
O 3.9363 1.1626 -2.3165 -2.18 -1.64 0.57
F 2.8353 1.9330 -0.3961 -0.66 -1.30 -0.49
C 0.8379 -0.6665 3.5258 3.51 1.70 0.81
O 0.6645 -1.4405 4.4928 -0.22 -0.60 2.53
O 0.2591 -1.0505 2.5449 -3.22 -1.16 -4.83
O 1.7154 0.2431 3.4786 -0.05 0.12 0.58
C -2.6592 1.0245 -1.8361 -0.48 0.40 -0.33
C -3.4706 0.4620 -0.7004 0.31 0.70 -0.36
O -2.4815 0.0228 0.2079 0.03 -0.68 0.95
H -1.9357 1.7545 -1.4731 -0.05 -0.01 0.22
H -3.3163 1.5749 -2.5096 0.14 -0.25 -0.38
H -2.0918 0.2380 -2.3335 -0.20 0.02 -0.24
H -4.1581 -0.3289 -1.0001 0.25 -0.35 -0.15
H -4.0943 1.2128 -0.2152 0.04 0.31 -0.02
H -2.9424 -0.3097 0.9816 0.30 -0.19 0.37
C -2.0524 -3.3014 -0.3388 0.54 -0.93 -0.80
C -0.8519 -3.5987 0.5702 -0.97 1.44 -1.48
O -1.3254 -3.8453 1.8507 0.21 -0.51 0.72
H -2.7502 -2.6046 0.1256 0.14 -0.12 -0.07
H -2.5324 -4.2404 -0.6145 -0.50 -0.04 0.27
H -1.6928 -2.9355 -1.3005 -0.04 0.43 -0.04
H -0.3055 -2.6572 0.5136 0.67 -0.23 0.69
H -0.2685 -4.4347 0.1844 0.28 0.12 -0.11
H -1.7506 -4.6944 1.7101 -0.35 -0.21 0.75
C 0.7846 4.5184 0.2539 -1.44 0.63 -0.19
C -0.3993 3.5551 0.0583 1.63 0.45 -1.80
O -0.1297 2.5395 0.9603 -0.78 -1.41 1.37
H 1.6926 3.9614 0.4850 -0.01 0.03 -0.63
H 0.5604 5.1107 1.1411 0.08 0.37 0.03
H 0.8458 5.1743 -0.6144 0.50 0.11 0.19
H -0.3177 3.0972 -0.9275 0.03 0.07 -0.19
H -1.4054 3.9730 0.0925 0.01 0.25 0.60
H 0.2690 2.9953 1.7052 0.06 -0.64 0.55
```
Forces are in eV/Å.

These are the natural (NBO) partial charges, in e, on atoms 1 to 6:
1 N -0.889
2 H 0.439
3 H 0.468
4 H 0.442
5 H 0.435
6 Ag 0.911

---

ORCA calculation (ωB97M-V/def2-TZVPD) on a 5-piece molecular cluster, C7H23ClN7O8 overall.

Properties
total charge	-1
molecular weight	368.75	g/mol
E_tot	-1725.7672	Eh
HOMO-LUMO gap	8.4217	eV
spin multiplicity	1

The geometry in XYZ format:
```
46
Properties=species:S:1:pos:R:3:forces:R:3
Cl 4.5478 17.1032 -8.6929 -2.61 1.88 1.43
O 4.4825 15.6952 -8.5049 1.10 -1.54 -0.53
O 4.5085 17.4901 -10.0656 0.17 -0.50 -1.11
O 3.4154 17.6425 -7.9897 -1.76 0.28 -0.19
O 5.6311 17.7414 -8.0541 3.14 -0.18 0.44
C -2.8834 17.0628 -7.4024 -1.22 -3.07 -1.56
O -4.0746 16.8141 -7.5753 0.27 0.27 1.04
N -1.9049 16.1321 -7.2297 0.55 -0.97 0.58
N -2.3088 18.2183 -7.5997 0.78 4.08 -0.38
H -2.0755 15.1487 -7.0749 -0.08 0.46 -0.22
H -0.9698 16.4707 -7.4060 -0.04 -0.81 0.37
H -1.3248 18.2563 -7.8243 -0.33 0.34 0.19
H -2.8802 19.0112 -7.8544 0.16 -0.29 -0.04
C 9.6503 13.6612 -11.0067 -0.80 -0.02 0.34
O 10.7974 13.3557 -11.0959 2.81 -0.65 -0.40
N 8.6453 12.8199 -10.8720 -0.80 -3.60 -0.06
N 9.1293 14.8489 -10.9933 -0.10 4.49 -0.19
H 9.0503 11.9009 -10.7649 -1.27 -0.39 0.30
H 7.7469 13.1672 -10.5681 0.21 -1.08 0.10
H 9.7700 15.6271 -10.9297 -0.66 0.16 0.02
H 8.1398 14.8868 -10.7945 0.53 1.14 -0.07
C 8.1322 14.4505 -2.9524 0.12 -2.32 4.43
O 8.7418 13.8882 -2.0475 1.41 -0.13 0.24
N 6.8721 14.7357 -2.7025 -3.74 1.30 0.61
N 8.5493 14.6424 -4.1360 1.74 1.46 -5.74
H 6.5622 14.5426 -1.7608 0.23 0.06 -0.29
H 6.2684 15.3355 -3.2466 0.30 -0.13 -0.10
H 7.9273 15.0347 -4.8283 0.11 -0.05 0.10
H 9.4851 14.4770 -4.4781 -0.20 -0.16 0.70
C 6.3254 24.3424 -9.9153 0.78 0.18 -2.07
C 6.1709 24.6772 -8.4895 -0.05 0.54 -0.08
C 5.7990 26.2006 -8.3160 0.82 -1.50 -0.24
O 6.7151 27.0242 -9.0420 -0.20 0.52 0.52
C 8.0062 27.0753 -8.4694 0.59 -0.46 0.28
N 5.1036 23.8773 -7.9918 -1.18 0.01 1.19
H 6.3757 23.2724 -10.1171 -0.20 -0.15 0.30
H 7.2703 24.7193 -10.3068 0.03 0.24 -0.06
H 5.5431 24.7661 -10.5451 -0.18 -0.03 0.08
H 7.1016 24.3550 -8.0227 0.40 0.68 0.44
H 5.6952 26.4536 -7.2608 0.60 0.24 0.33
H 4.7772 26.3170 -8.6771 0.23 0.13 -0.66
H 8.0148 27.2895 -7.4007 -0.41 -0.05 0.25
H 8.6895 27.8117 -8.8923 -0.74 0.42 -0.58
H 8.5604 26.1475 -8.6116 -0.17 -0.42 0.06
H 5.1762 22.9105 -8.2747 0.07 -0.06 0.00
H 5.1568 23.9122 -6.9838 -0.41 -0.33 0.23
```
Forces are in eV/Å.

These are the natural (NBO) partial charges, in e, on atoms 1 to 6:
1 Cl 2.590
2 O -0.881
3 O -0.877
4 O -0.933
5 O -0.897
6 C 0.760

---

Which of these has the lowest E_tot? C7H22AgF2N2O10S2